# 1
97
Properties=species:S:1:pos:R:3:forces:R:3:mulliken_charge:R:1 method="wB97M-V/def2-TZVPD" fmax_ev_per_a=0.7 lumo_energy_ha="-0.1834 / -0.2693" s2=3.78 charge=+2 orbital_gap_ev="7.64 / 5.28" multiplicity=4 energy_ha=-5634.13737
Tc -0.0962 1.1391 -0.0160 -0.13 0.09 0.47 1.127
N -1.2164 0.1193 1.5669 0.27 0.12 0.03 0.012
C -0.9117 0.9477 2.7684 -0.07 0.15 0.01 0.824
C -1.7152 0.6200 4.0142 -0.09 -0.12 -0.03 -1.037
C -1.2212 -0.5773 4.8325 0.04 0.04 -0.08 -0.389
C 0.1331 -0.3739 5.5303 -0.16 -0.06 -0.18 -1.393
N 1.2835 -0.8111 4.7287 0.06 -0.06 0.03 -0.015
C 1.7368 -2.0648 4.7053 -0.23 0.13 -0.01 0.851
N 1.0741 -3.0300 5.3502 0.15 0.01 -0.04 -0.344
N 2.8352 -2.3668 4.0246 0.07 -0.05 -0.02 -0.304
C -1.0328 2.4291 2.3472 -0.02 -0.19 0.26 0.095
O -1.2566 3.2887 3.1487 0.04 0.03 -0.21 -0.622
O -0.8326 2.6341 1.0471 0.42 -0.36 -0.39 -0.477
H -2.2197 0.1158 1.4022 -0.09 -0.03 -0.13 0.430
H -0.9453 -0.8463 1.7331 0.07 -0.04 -0.04 0.117
H 0.1499 0.8067 2.9560 0.04 0.03 0.02 -0.379
H -2.7633 0.4492 3.7484 0.01 0.08 -0.03 0.374
H -1.6998 1.5193 4.6307 -0.04 0.01 0.06 0.460
H -1.1568 -1.4814 4.2157 -0.10 -0.02 0.03 0.461
H -1.9745 -0.7730 5.5971 0.03 -0.05 0.01 0.386
H 0.1522 -0.9112 6.4790 0.05 0.09 0.06 0.517
H 0.2805 0.6763 5.7759 0.09 0.02 -0.01 0.495
H 1.8637 -0.1146 4.2862 0.07 0.05 -0.01 0.282
H 0.3266 -2.8160 5.9847 -0.02 0.00 0.04 0.181
H 1.4594 -3.9575 5.3911 -0.02 -0.05 0.02 0.223
H 3.2071 -1.7332 3.3327 0.12 0.21 -0.05 0.072
H 3.1324 -3.3257 3.9478 -0.02 0.01 -0.08 0.234
O 1.0093 -0.6348 -0.6928 0.03 0.46 0.03 0.743
C 2.3709 -0.8261 -0.1671 0.07 -0.19 0.23 3.819
C 2.5185 0.1509 1.0236 -0.03 0.10 -0.26 -1.034
O 3.5363 0.1363 1.6808 -0.15 -0.26 0.31 -0.666
O 1.4898 0.9000 1.2679 -0.12 -0.11 0.16 -0.634
C 2.4610 -2.2342 0.4222 -0.11 0.08 -0.06 -0.445
C 1.3167 -2.8921 0.8627 -0.01 0.00 0.04 0.162
C 1.4082 -4.1429 1.4621 -0.04 -0.01 -0.02 -1.075
C 2.6498 -4.7383 1.6345 0.01 -0.01 -0.05 -0.892
C 3.7961 -4.0781 1.2029 0.04 -0.09 0.03 -0.800
C 3.7049 -2.8329 0.5987 0.01 0.05 0.01 -0.471
C 3.3630 -0.5834 -1.2882 -0.04 0.02 -0.02 -0.232
C 3.2173 -1.3351 -2.4564 0.00 0.01 0.01 -0.938
C 4.0718 -1.1375 -3.5302 -0.03 -0.03 0.00 -1.085
C 5.0930 -0.1992 -3.4371 0.02 0.00 0.00 -0.560
C 5.2529 0.5356 -2.2710 -0.04 0.01 -0.01 -0.897
C 4.3899 0.3479 -1.1965 0.02 0.06 0.01 0.010
H 0.9950 -0.9395 -1.6119 -0.09 0.06 -0.02 -0.046
H 0.3443 -2.4387 0.7083 0.08 -0.10 0.04 0.105
H 0.5070 -4.6615 1.7680 0.03 0.02 0.00 0.513
H 2.7237 -5.7255 2.0739 0.01 0.01 -0.01 0.459
H 4.7663 -4.5467 1.3188 -0.04 0.03 -0.01 0.447
H 4.6012 -2.3261 0.2635 -0.02 -0.01 -0.01 0.527
H 2.4571 -2.1122 -2.5244 0.05 0.01 0.01 0.524
H 3.9561 -1.7318 -4.4278 0.00 0.03 0.03 0.497
H 5.7735 -0.0567 -4.2674 -0.04 0.01 0.03 0.442
H 6.0522 1.2621 -2.1923 -0.02 -0.05 0.00 0.488
H 4.5322 0.9143 -0.2850 0.01 -0.01 -0.09 0.523
C 0.5734 2.2504 -3.8833 0.07 0.35 -0.08 0.320
C 1.8122 2.4871 -3.0068 -0.33 -0.19 0.09 -0.613
S 1.5840 2.5565 -1.1940 -0.06 0.14 -0.14 0.572
C 1.3976 4.3255 -0.7617 0.05 -0.03 0.05 -1.155
C 0.5957 5.1865 -1.7118 -0.25 -0.04 0.00 -0.724
S -1.1634 4.7699 -1.6287 -0.11 -0.25 -0.10 0.039
C -1.7365 5.1831 -3.3027 0.03 -0.14 0.08 -0.790
C -1.5954 4.0860 -4.3528 0.16 0.12 0.11 -0.267
S 0.0982 3.6988 -4.8904 -0.01 -0.09 0.05 -0.128
H -0.2844 1.9462 -3.2874 0.00 -0.02 -0.02 -0.983
H 0.7952 1.4558 -4.5953 0.02 -0.06 0.07 0.545
H 2.3228 3.4132 -3.2699 0.04 0.00 0.03 0.854
H 2.5289 1.6743 -3.1223 0.06 -0.04 -0.01 -0.199
H 2.4142 4.7082 -0.6790 0.04 -0.05 0.01 0.561
H 0.9572 4.3052 0.2361 0.01 0.01 0.03 0.362
H 0.9251 5.0701 -2.7384 0.13 0.02 -0.11 0.262
H 0.7348 6.2296 -1.4241 0.05 -0.01 0.03 0.551
H -1.2567 6.1084 -3.6213 -0.03 0.00 -0.03 0.410
H -2.7999 5.3913 -3.1696 0.01 0.09 -0.03 0.455
H -2.0998 4.4086 -5.2653 -0.03 -0.03 0.02 0.462
H -2.0704 3.1642 -4.0185 -0.04 -0.03 -0.02 -0.068
C -6.3490 -3.3379 -1.4353 -0.01 0.05 -0.03 -1.540
C -5.2946 -2.2713 -1.3927 0.01 -0.02 0.01 0.453
C -3.9432 -2.5900 -1.5015 0.00 -0.02 -0.02 -1.198
C -2.9597 -1.6144 -1.4985 -0.02 0.15 0.02 0.860
C -1.5203 -2.0259 -1.6450 -0.22 0.04 0.04 -1.041
C -3.3513 -0.2663 -1.3635 0.26 -0.24 0.03 0.616
Se -2.1276 1.1913 -1.3909 0.04 0.08 -0.12 0.029
C -4.7146 0.0890 -1.2778 0.07 0.15 0.02 0.758
C -5.1767 1.5227 -1.2017 0.00 -0.10 -0.06 -1.682
C -5.6512 -0.9300 -1.2791 -0.09 -0.04 0.00 -0.933
H -5.9174 -4.3329 -1.3467 -0.01 0.00 0.01 0.360
H -6.8907 -3.2873 -2.3827 0.01 -0.02 0.02 0.344
H -7.0812 -3.1973 -0.6395 0.02 -0.01 -0.01 0.385
H -3.6478 -3.6284 -1.6104 -0.04 0.03 0.00 0.345
H -1.4461 -3.0809 -1.9067 0.00 0.04 0.01 0.411
H -0.9886 -1.8711 -0.7050 0.00 -0.01 -0.10 -0.056
H -1.0278 -1.4409 -2.4266 0.01 -0.01 0.01 0.221
H -4.6636 2.0801 -0.4192 -0.02 0.02 0.02 0.329
H -6.2466 1.5665 -1.0106 0.00 -0.02 0.00 0.434
H -4.9842 2.0368 -2.1467 0.00 0.01 0.04 0.323
H -6.7008 -0.6679 -1.2010 0.02 -0.02 -0.01 0.453

# 2
36
Properties=species:S:1:pos:R:3:forces:R:3:mulliken_charge:R:1 method="wB97M-V/def2-TZVPD" fmax_ev_per_a=2.2 lumo_energy_ha=-0.0911 charge=+1 orbital_gap_ev=10.27 energy_ha=-617.18340
C -3.3528 -1.6350 0.2645 0.36 -0.54 0.31 -0.766
C -3.2976 -0.3169 -0.5145 -0.41 -0.61 -0.18 -0.635
C -2.3592 0.7273 0.0540 0.65 -0.17 0.30 -0.807
N -0.9787 0.1471 0.3173 -0.75 1.09 -1.59 0.142
C 0.0531 0.5487 -0.4816 -1.07 -0.20 0.35 0.204
C 1.4015 -0.0941 -0.2263 1.56 0.39 -0.04 0.383
C 1.6249 -1.4157 -0.6886 -0.75 1.17 0.28 0.037
C 2.8509 -2.0404 -0.4961 -0.38 -0.14 0.02 -0.681
C 3.9213 -1.3514 0.0694 -0.45 0.15 -0.09 -0.424
C 3.7613 -0.0169 0.4739 -0.15 -0.42 0.25 -0.970
C 2.5020 0.5975 0.4046 -0.53 -0.87 -0.44 -0.467
C -1.0266 -1.0517 1.1806 -0.04 0.34 -0.09 -0.835
C -1.9262 -2.1449 0.5631 0.32 0.16 0.10 -0.418
H -3.9551 -1.5876 1.1870 0.26 0.21 -0.26 0.338
H -3.8123 -2.4033 -0.3756 -0.14 0.34 0.26 0.341
H -2.9781 -0.6122 -1.5210 0.00 0.43 -0.05 0.293
H -4.3047 0.1122 -0.5819 0.21 -0.04 -0.14 0.341
H -2.2764 1.5686 -0.6503 0.15 -0.27 0.23 0.441
H -2.7741 1.1321 1.0045 0.48 -0.31 -0.41 0.358
H -0.1552 1.0435 -1.4467 -0.13 -1.66 0.13 0.429
H 0.7657 -1.9259 -1.1442 0.58 0.01 0.10 0.358
H 2.9102 -3.0960 -0.7684 0.30 0.37 0.03 0.390
H 4.8443 -1.8973 0.2268 0.08 0.31 -0.06 0.403
H 4.6221 0.5130 0.9093 -0.61 -0.23 -0.15 0.360
H 2.4106 1.5710 0.9102 0.03 -0.54 -0.52 0.377
H 0.0035 -1.3720 1.3281 -0.21 -0.19 0.19 0.488
H -1.4645 -0.7353 2.1384 0.24 -0.10 -0.12 0.410
H -1.9262 -2.9843 1.2832 -0.12 0.27 -0.46 0.387
H -1.4914 -2.5013 -0.3918 -0.01 0.11 0.49 0.151
C 1.2929 3.2806 -0.7936 -0.24 -0.79 0.26 -0.932
N 0.3257 2.4179 -0.0999 -0.25 1.14 1.86 -0.462
H 1.3245 3.0789 -1.8245 -0.47 -0.36 -1.60 0.345
H 1.0122 4.2876 -0.6557 -0.01 1.22 0.19 0.396
H 2.2916 3.0864 -0.5080 0.93 0.02 0.79 0.335
H 0.6821 2.0462 0.7873 -0.32 1.23 0.01 0.346
H -0.5212 3.0237 0.0665 0.88 -1.53 0.03 0.344

# 3
67
Properties=species:S:1:pos:R:3:forces:R:3:mulliken_charge:R:1 method="wB97M-V/def2-TZVPD" fmax_ev_per_a=1.6 lumo_energy_ha=0.0324 smiles=CC(C)C[C@@H](C)COPOC[C@@H](C)O.CCOCC.CCOCC orbital_gap_ev=9.17 energy_ha=-1429.09365
C 1.0621 4.0647 1.0868 0.57 -0.50 -0.19 -1.472
C 1.4451 3.8172 -0.4231 0.20 0.27 0.18 0.738
C 1.1597 5.0839 -1.2894 0.39 0.31 0.78 -1.366
C 0.8784 2.4826 -0.9863 -0.37 -0.06 0.61 -1.670
C -0.5353 2.5576 -1.6098 -0.10 -0.70 -0.31 1.017
C -0.9740 1.1586 -2.1825 0.36 0.28 -0.35 -1.412
C -1.6396 3.1457 -0.6829 -0.18 -0.32 -0.50 -0.645
O -2.1323 4.3774 -1.2882 -1.17 0.10 -0.42 -0.357
P -3.5018 4.0414 -2.2054 -0.13 -0.92 0.02 0.088
O -4.7471 5.0789 -1.7233 1.61 -0.19 0.08 -0.448
C -4.6443 5.5438 -0.3840 -0.46 0.75 0.97 -0.622
C -5.2290 4.5617 0.6775 -1.22 0.91 -0.03 0.262
C -6.7749 4.8094 0.8646 0.54 -0.35 -0.58 -1.089
O -4.9892 3.2006 0.3942 0.74 0.18 0.42 -0.533
H 0.5841 5.0399 1.2471 -0.14 -0.43 -0.03 0.314
H 0.4621 3.2321 1.4918 0.02 0.52 -0.12 0.369
H 1.9883 4.0638 1.6903 -0.37 0.10 -0.20 0.326
H 2.5442 3.7015 -0.4072 -0.43 -0.03 -0.12 0.552
H 0.2123 5.0639 -1.8409 0.39 -0.09 0.04 0.235
H 2.0239 5.3245 -1.9307 -0.55 -0.26 -0.12 0.313
H 1.0870 5.9400 -0.5916 0.01 -0.26 -0.40 0.377
H 0.8267 1.7743 -0.1324 0.07 0.18 -0.38 0.379
H 1.5835 2.0147 -1.6959 -0.34 0.33 0.06 0.414
H -0.4770 3.2142 -2.4949 -0.09 -0.04 0.52 0.262
H -0.8858 1.1724 -3.2841 0.03 -0.09 0.43 0.274
H -0.3266 0.3380 -1.8355 -0.32 0.22 0.04 0.297
H -2.0274 0.9276 -1.9705 0.37 0.03 0.08 0.389
H -1.3337 3.3085 0.3585 0.05 0.41 -0.46 0.192
H -2.5156 2.4731 -0.6470 0.55 0.03 0.14 0.490
H -3.1520 4.6106 -3.4888 -0.02 0.66 0.70 -0.007
H -3.6312 5.8565 -0.0822 -0.15 -0.41 -0.50 0.250
H -5.2571 6.4623 -0.3309 0.28 -0.33 -0.09 0.513
H -4.7496 4.7984 1.6400 0.08 -0.27 -0.37 0.346
H -7.0026 5.0129 1.9175 -0.18 -0.11 -0.36 0.272
H -7.2946 3.9009 0.5160 -0.01 0.31 0.44 0.263
H -7.1411 5.6239 0.2185 0.17 -0.16 0.44 0.336
H -5.5754 2.9424 -0.3136 -0.18 -0.12 -0.42 0.347
C -0.6265 -4.4864 -3.2509 -0.08 -0.01 0.12 -1.062
C 0.5342 -3.5072 -3.2094 -0.02 -0.11 -0.02 -0.344
O 0.3980 -2.5027 -2.2202 -0.01 0.26 -0.04 -0.386
C 0.3035 -2.9528 -0.8784 0.03 -0.11 0.05 -0.478
C 1.5101 -3.7476 -0.4113 0.06 -0.04 -0.06 -0.949
H -1.5663 -3.9562 -3.4177 0.04 -0.01 -0.04 0.288
H -0.4835 -5.2094 -4.0556 0.00 0.04 0.00 0.394
H -0.7254 -5.0425 -2.3175 0.06 -0.06 -0.04 0.271
H 0.5915 -2.9841 -4.1649 0.01 0.13 0.09 0.345
H 1.4861 -4.0345 -3.0868 -0.02 -0.07 0.03 0.293
H -0.6201 -3.5240 -0.7357 0.02 -0.07 0.01 0.327
H 0.2089 -2.0555 -0.2642 -0.02 0.07 -0.15 0.360
H 1.6471 -4.6621 -0.9906 -0.06 -0.04 0.07 0.269
H 1.3969 -4.0300 0.6366 0.03 0.01 -0.02 0.377
H 2.4206 -3.1541 -0.5161 -0.03 0.02 0.03 0.294
C 3.9020 -4.7046 4.9236 0.10 0.08 -0.07 -1.046
C 3.1618 -5.6964 4.0425 0.06 0.01 0.11 -0.330
O 3.2752 -5.4240 2.6565 -0.18 0.06 -0.17 -0.394
C 4.5895 -5.4313 2.1234 0.08 -0.04 0.04 -0.296
C 5.3042 -6.7615 2.2868 -0.04 -0.08 0.08 -1.076
H 3.5463 -3.6894 4.7365 -0.03 -0.04 0.03 0.288
H 3.7451 -4.9430 5.9767 -0.03 0.00 -0.03 0.391
H 4.9767 -4.7146 4.7367 0.00 -0.06 0.06 0.266
H 2.0968 -5.6500 4.2732 -0.02 0.01 -0.16 0.337
H 3.4808 -6.7221 4.2554 0.06 0.01 0.04 0.292
H 5.1774 -4.6140 2.5545 0.05 -0.04 0.04 0.299
H 4.4881 -5.2102 1.0596 -0.17 0.03 0.05 0.315
H 5.4382 -7.0284 3.3361 0.08 0.05 -0.01 0.266
H 6.2913 -6.7193 1.8239 -0.02 0.01 -0.01 0.387
H 4.7312 -7.5620 1.8152 0.02 0.03 -0.03 0.305

# 4
98
Properties=species:S:1:pos:R:3:forces:R:3:mulliken_charge:R:1 method="wB97M-V/def2-TZVPD" fmax_ev_per_a=4.1 lumo_energy_ha=-0.0313 orbital_gap_ev=7.26 energy_ha=-2079.58549
C -1.9236 1.6097 -3.7109 0.54 -0.22 0.19 -1.339
C -2.4277 0.1303 -3.4802 0.00 0.50 -0.47 -0.022
C -3.9582 0.0133 -3.1211 0.37 -0.80 -0.22 -0.443
C -4.4887 -1.5125 -3.0501 0.66 0.00 0.77 -1.227
C -3.3184 -2.5343 -2.7759 -0.03 -0.41 -1.16 0.448
C -2.5660 -3.0833 -3.8908 -0.50 0.06 2.98 -0.593
C -1.4013 -4.0383 -3.7158 -0.82 0.52 2.42 0.478
N -0.7405 -4.5183 -4.8956 0.15 1.40 1.19 -0.637
C -1.0093 -4.4330 -2.3538 -2.04 1.53 -3.19 0.036
O 0.0684 -5.3175 -2.2143 0.01 1.91 1.19 -0.641
B 1.0718 -4.8097 -1.3581 0.92 -0.65 1.02 0.671
O 1.8929 -5.7686 -0.6738 -1.72 1.01 -0.21 -0.506
O 1.3067 -3.4461 -1.0838 -1.12 -1.16 -0.16 -0.482
C -1.8206 -3.8866 -1.2414 -1.03 0.52 2.06 0.787
N -1.6361 -4.1653 0.0951 -0.36 0.53 -1.33 -0.571
S -2.7429 -3.3597 1.0184 0.18 0.25 -2.52 0.144
N -3.5919 -2.5289 -0.1749 2.03 -1.76 -1.36 -0.658
C -3.0135 -2.9136 -1.3558 1.59 -0.90 -1.50 0.399
H -0.8269 1.5587 -3.9937 -1.23 0.12 0.16 0.355
H -2.4705 2.1344 -4.5448 0.47 -0.48 0.95 0.290
H -1.9447 2.2270 -2.7606 -0.29 -0.66 -1.09 0.331
H -2.2749 -0.4284 -4.4535 0.02 0.50 1.10 0.173
H -1.7454 -0.3245 -2.7008 -0.96 0.25 -0.81 0.212
H -4.5482 0.5069 -3.9483 0.55 -0.15 1.17 0.271
H -4.1472 0.4639 -2.1113 0.06 -0.09 -1.09 0.309
H -5.1969 -1.5589 -2.1719 0.68 -0.12 -1.00 0.341
H -5.0743 -1.7931 -3.9660 0.77 0.23 0.75 0.411
H -2.8903 -2.7316 -4.9099 0.57 -0.63 1.12 0.335
H 0.2721 -4.5124 -4.7167 -0.49 -0.44 -0.13 0.257
H -0.8956 -3.8283 -5.6408 -0.02 -0.55 0.28 0.285
H 1.3420 -6.0066 0.1015 0.62 -0.35 -0.47 0.301
H 1.1301 -3.3070 -0.1322 0.47 0.07 -0.61 0.277
C 4.4294 -4.0309 1.3780 0.11 0.05 -0.03 -1.391
C 3.6301 -2.9925 2.1556 0.23 -0.13 -0.05 -0.063
N 3.7663 -3.1182 3.5989 -0.30 -0.03 0.32 0.108
C 2.7717 -2.3568 4.3451 -0.19 -0.07 -0.06 -0.847
C 2.7939 -0.8336 4.2120 -0.07 0.17 0.14 -0.468
C 5.1236 -3.0596 4.1232 0.25 -0.23 -0.16 -0.684
C 5.9626 -1.8228 3.7963 0.15 0.11 0.10 -0.954
H 4.1963 -5.0423 1.7176 0.01 0.07 0.03 0.315
H 4.1819 -3.9694 0.3161 -0.02 0.00 0.07 0.387
H 5.5060 -3.8715 1.4725 -0.04 -0.03 0.03 0.344
H 2.5768 -3.1354 1.8896 -0.05 0.10 0.25 0.178
H 3.9085 -1.9893 1.8039 -0.03 0.04 -0.12 0.253
H 2.8386 -2.6197 5.4060 0.17 -0.05 -0.07 0.264
H 1.7798 -2.7072 4.0345 0.10 -0.05 -0.12 0.441
H 3.6354 -0.3922 4.7467 0.00 0.02 -0.09 0.270
H 1.8840 -0.4145 4.6529 0.05 -0.03 -0.03 -0.068
H 2.8301 -0.5080 3.1705 0.03 -0.04 0.03 0.253
H 5.6665 -3.9389 3.7611 -0.09 0.03 -0.09 0.395
H 5.0976 -3.1906 5.2098 -0.25 0.06 -0.07 0.367
H 5.9288 -1.5638 2.7360 -0.04 -0.03 0.03 0.245
H 7.0091 -2.0155 4.0481 -0.04 -0.01 -0.01 0.382
H 5.6519 -0.9537 4.3756 -0.02 0.03 -0.10 0.254
C -1.3514 -1.5779 4.6646 0.12 0.00 -0.02 -0.791
C -2.1211 -0.5208 5.4454 0.11 -0.10 -0.04 -0.396
N -1.9678 -0.6446 6.8864 -0.21 -0.04 0.32 0.091
C -2.9363 0.1389 7.6431 -0.23 -0.07 -0.05 -0.708
C -2.8848 1.6606 7.5036 -0.05 0.18 0.15 -0.961
C -0.6021 -0.6115 7.3916 0.22 -0.22 -0.17 -0.691
C 0.2571 0.6070 7.0484 0.15 0.10 0.10 -0.907
H -1.5996 -2.5835 5.0122 0.02 0.07 0.06 0.349
H -1.6085 -1.5175 3.6042 0.02 0.05 0.05 0.308
H -0.2709 -1.4381 4.7466 -0.05 -0.05 0.00 -0.202
H -3.1792 -0.6436 5.1930 -0.02 0.11 0.24 0.459
H -1.8271 0.4751 5.0856 -0.01 0.04 -0.12 0.261
H -2.8604 -0.1216 8.7038 0.18 -0.06 -0.08 0.355
H -3.9388 -0.1924 7.3474 0.10 -0.05 -0.12 0.415
H -2.0272 2.0865 8.0249 0.00 0.01 -0.09 0.223
H -3.7794 2.0995 7.9548 0.04 -0.04 -0.04 0.396
H -2.8561 1.9814 6.4604 0.03 -0.04 0.04 0.270
H -0.0819 -1.5031 7.0250 -0.08 0.03 -0.09 0.346
H -0.6155 -0.7384 8.4788 -0.24 0.06 -0.07 0.367
H 0.2137 0.8632 5.9875 -0.04 -0.01 0.04 0.202
H 1.3031 0.3940 7.2862 -0.04 -0.01 -0.02 0.360
H -0.0278 1.4841 7.6286 -0.02 0.03 -0.11 0.278
C 0.4317 4.2043 -8.0201 0.11 0.02 -0.01 -1.386
C -0.3727 5.2444 -7.2506 0.12 -0.11 -0.04 -0.411
N -0.2287 5.1328 -5.8073 -0.23 -0.06 0.32 0.296
C -1.2251 5.8935 -5.0637 -0.22 -0.08 -0.05 -0.666
C -1.2132 7.4152 -5.2119 -0.06 0.18 0.15 -1.134
C 1.1305 5.2058 -5.2893 0.23 -0.22 -0.16 -0.761
C 1.9593 6.4455 -5.6308 0.16 0.11 0.10 -1.010
H 0.2075 3.1946 -7.6688 0.02 0.07 0.06 0.299
H 0.1808 4.2527 -9.0822 0.02 0.04 0.06 0.432
H 1.5072 4.3730 -7.9310 -0.04 -0.05 0.00 0.289
H -1.4250 5.0913 -7.5106 -0.02 0.11 0.24 0.446
H -0.1030 6.2461 -7.6133 -0.01 0.03 -0.12 0.281
H -1.1524 5.6414 -4.0007 0.18 -0.06 -0.08 0.344
H -2.2158 5.5338 -5.3662 0.10 -0.05 -0.12 0.404
H -0.3722 7.8671 -4.6853 0.00 0.01 -0.09 0.243
H -2.1234 7.8325 -4.7715 0.04 -0.03 -0.04 0.416
H -1.1834 7.7307 -6.2566 0.03 -0.04 0.04 0.273
H 1.6783 4.3271 -5.6458 -0.09 0.03 -0.08 0.402
H 1.1100 5.0844 -4.2015 -0.25 0.05 -0.07 0.365
H 1.9193 6.6948 -6.6932 -0.04 -0.02 0.03 0.244
H 3.0082 6.2626 -5.3818 -0.04 -0.01 -0.01 0.386
H 1.6448 7.3175 -5.0581 -0.02 0.03 -0.10 0.253